DFT (ωB97M-V/def2-TZVPD) results for a molecular structure, C2H2NO2S2 in a non-equilibrium geometry.

Positions of all 9 atoms, in Å:
C1 -0.701 0.816 -0.056
C2 -0.659 -0.556 0.011
N1 1.628 0.258 0.052
O1 3.688 0.167 0.024
O2 -1.630 -1.432 0.022
S1 0.818 1.605 -0.045
S2 0.991 -1.190 0.093
H1 -1.606 1.400 -0.107
H2 -2.530 -1.068 0.005

Output
* HOMO: -14.87 eV
* orbital gap: 7.8 eV
* charge: +1
* LUMO energy: -7.026 eV


DFT (ωB97M-V/def2-TZVPD) results for a molecular structure, C4H11N3O in a non-equilibrium geometry.

Positions of all 19 atoms, in Å:
C1 0.167 -0.156 1.984
C2 -0.187 0.401 0.607
N1 -1.588 0.724 0.449
O1 0.572 1.581 0.423
H1 -2.151 -0.116 0.392
H2 -1.918 1.280 1.230
H3 -0.281 -1.142 2.109
H4 -0.186 0.521 2.762
H5 1.247 -0.223 2.111
C3 -0.657 -0.929 -1.599
C4 0.384 -0.489 -0.593
N2 1.109 1.270 -1.030
N3 1.406 -1.302 -0.492
H6 2.079 0.972 -1.095
H7 0.599 1.676 -1.816
H8 2.130 -0.917 0.117
H9 -1.247 -0.091 -1.965
H10 -0.161 -1.395 -2.448
H11 -1.318 -1.667 -1.146

Output
* HOMO: -8.34 eV
* orbital gap: 9.1 eV
* LUMO energy: 0.732 eV


DFT (ωB97M-V/def2-TZVPD) results for a molecular structure, C43H43Br3ClN4O5Sn in a non-equilibrium geometry.

Positions of all 100 atoms, in Å:
Sn1 -0.165 1.259 0.486
C1 1.190 -6.859 -0.804
C2 0.463 -6.120 -1.910
C3 -0.914 -6.854 -2.221
C4 1.330 -6.138 -3.208
C5 0.005 -4.692 -1.524
C6 0.144 -4.116 -0.248
C7 -0.437 -2.882 -0.055
Br1 -0.196 -2.075 1.604
C8 -1.211 -2.142 -1.035
O1 -1.753 -1.059 -0.786
C9 -1.300 -2.719 -2.373
C10 -0.697 -3.950 -2.535
C11 -2.082 -2.019 -3.418
C12 -1.361 -0.717 -3.744
C13 -3.547 -1.713 -2.926
C14 -2.127 -2.810 -4.710
H1 1.476 -7.823 -1.234
H2 0.535 -7.017 0.047
H3 2.095 -6.323 -0.483
H4 -0.703 -7.898 -2.344
H5 -1.329 -6.480 -3.193
H6 -1.631 -6.780 -1.398
H7 1.426 -7.151 -3.510
H8 2.321 -5.711 -3.041
H9 0.811 -5.554 -3.998
H10 0.611 -4.628 0.609
H11 -0.780 -4.372 -3.529
H12 -1.404 -0.027 -2.886
H13 -1.741 -0.159 -4.624
H14 -0.306 -0.916 -3.917
H15 -3.610 -1.037 -2.143
H16 -3.919 -2.666 -2.583
H17 -4.158 -1.303 -3.731
H18 -1.162 -2.846 -5.193
H19 -2.785 -2.292 -5.412
H20 -2.476 -3.812 -4.640
C15 1.267 4.589 0.057
C16 -0.196 4.722 -0.269
C17 -0.717 5.923 -0.820
C18 -2.063 6.013 -1.173
C19 -2.934 4.937 -0.885
C20 -4.321 4.919 -1.136
Br2 -5.118 6.330 -2.098
C21 -5.110 3.868 -0.753
C22 -4.518 2.694 -0.253
Br3 -5.578 1.214 0.208
C23 -3.079 2.567 -0.058
O2 -2.550 1.529 0.323
C24 -2.307 3.795 -0.316
N1 -0.981 3.714 -0.035
H21 1.658 3.634 -0.255
H22 1.555 4.749 1.067
H23 1.755 5.370 -0.528
H24 -0.062 6.750 -0.970
H25 -2.472 6.884 -1.611
H26 -6.157 3.835 -0.993
N2 1.015 5.133 4.382
C25 -0.087 4.652 4.965
O3 -0.755 5.227 5.818
C26 -0.543 3.321 4.443
C27 -1.040 2.390 5.350
C28 -1.495 1.183 4.854
C29 -1.387 0.901 3.494
N3 -0.898 1.804 2.633
C30 -0.518 2.985 3.088
H27 1.324 6.037 4.731
H28 1.648 4.566 3.779
H29 -1.116 2.677 6.387
H30 -1.974 0.526 5.559
H31 -1.612 -0.108 3.102
H32 -0.171 3.734 2.385
N4 3.116 2.183 -1.438
C31 2.951 0.857 -1.839
C32 2.710 0.568 -3.181
C33 2.623 -0.753 -3.573
C34 2.715 -1.797 -2.672
C35 2.870 -1.463 -1.320
C36 2.960 -0.158 -0.902
H33 3.390 2.842 -2.148
H34 3.607 2.297 -0.548
H35 2.779 1.301 -3.926
H36 2.598 -1.020 -4.624
H37 2.742 -2.855 -2.911
H38 3.010 -2.255 -0.603
H39 3.140 0.039 0.124
Cl1 2.919 -1.473 7.429
C37 2.921 -0.569 5.897
C38 2.840 0.797 6.028
C39 2.674 1.559 4.909
C40 2.593 1.021 3.610
C41 2.785 -0.336 3.501
C42 2.957 -1.164 4.629
C43 2.304 2.028 2.486
O4 2.703 3.161 2.619
O5 1.711 1.649 1.418
H40 2.815 1.248 7.005
H41 2.608 2.640 5.050
H42 2.840 -0.782 2.542
H43 3.045 -2.225 4.575

Output
* HOMO (spin up / spin down): -10.15 / -10.15 eV
* orbital gap (spin up / spin down): 6.0 / 4.7 eV
* charge: +1
* LUMO energy (spin up / spin down): -4.136 / -5.422 eV


DFT (ωB97M-V/def2-TZVPD) results for 12 unconnected molecules or ions with the total composition C26H76N10O12 in a non-equilibrium geometry.

Positions of all 124 atoms, in Å:
C1 0.259 -0.004 0.445
O1 -0.947 -0.563 0.329
N1 1.356 -0.660 0.199
N2 0.437 1.251 0.893
H1 1.189 -1.508 -0.272
H2 2.370 -0.514 0.292
H3 -0.438 1.703 1.038
H4 1.420 1.716 0.896
C2 2.390 4.131 1.724
O2 2.604 2.916 1.157
N3 2.124 5.129 0.917
N4 2.320 4.293 3.012
H5 1.983 4.853 -0.081
H6 1.816 6.104 1.134
H7 2.408 3.440 3.611
H8 2.187 5.123 3.575
C3 0.318 -3.015 2.583
O3 -0.692 -3.932 2.559
N5 0.283 -1.982 3.359
N6 1.368 -3.071 1.834
H9 -0.671 -1.779 3.712
H10 0.790 -1.056 3.270
H11 1.368 -3.745 1.105
H12 1.945 -2.293 1.700
C4 2.717 -0.022 3.346
O4 3.420 0.024 2.173
N7 3.267 -0.151 4.466
N8 1.410 0.334 3.322
H13 4.267 -0.305 4.518
H14 2.763 -0.395 5.234
H15 1.108 0.668 2.374
H16 0.967 0.656 4.184
C5 4.074 -2.890 -1.284
O5 2.827 -2.929 -0.722
N9 4.766 -3.978 -1.660
N10 4.715 -1.759 -1.510
H17 4.358 -4.946 -1.404
H18 5.686 -3.793 -2.045
H19 4.244 -0.955 -1.108
H20 5.628 -1.670 -1.824
C6 -3.852 -0.712 -0.376
C7 -5.312 -0.663 -0.725
C8 -6.234 -0.488 0.511
O6 -5.614 0.127 -1.644
H21 -3.777 -1.034 0.609
H22 -3.508 0.300 -0.494
H23 -3.387 -1.419 -0.937
H24 -5.547 -1.718 -1.030
H25 -6.314 0.561 0.710
H26 -5.834 -1.131 1.304
H27 -7.277 -0.739 0.278
H28 -5.807 -0.372 -2.469
C9 -0.849 4.038 2.637
C10 -1.773 3.969 1.481
C11 -0.965 4.478 0.288
O7 -2.091 2.866 1.038
H29 -0.086 4.871 2.602
H30 -0.235 3.204 2.686
H31 -1.361 4.005 3.601
H32 -2.682 4.543 1.733
H33 -0.044 3.937 0.085
H34 -0.655 5.407 0.532
H35 -1.464 4.441 -0.661
H36 -3.015 2.885 0.683
C12 -0.201 2.073 -4.190
C13 -1.364 2.431 -3.273
C14 -1.220 1.844 -1.849
O8 -1.602 3.636 -3.009
H37 0.644 2.410 -3.623
H38 -0.344 2.560 -5.158
H39 -0.041 1.067 -4.318
H40 -2.247 2.045 -3.734
H41 -0.500 2.518 -1.413
H42 -0.839 0.890 -1.831
H43 -2.093 1.961 -1.192
H44 -2.364 3.931 -3.478
C15 4.959 1.610 -2.294
C16 3.713 1.381 -1.358
C17 2.507 0.793 -2.159
O9 4.028 0.645 -0.372
H45 5.704 2.165 -1.774
H46 4.663 2.124 -3.204
H47 5.531 0.653 -2.545
H48 3.387 2.280 -0.948
H49 2.275 -0.239 -1.994
H50 2.562 0.945 -3.240
H51 1.642 1.428 -1.799
H52 3.707 1.192 0.295
C18 1.504 -2.013 -5.047
C19 1.552 -2.311 -3.523
C20 0.338 -1.794 -2.727
O10 1.746 -3.481 -3.135
H53 0.528 -2.137 -5.461
H54 1.969 -2.784 -5.624
H55 1.712 -1.006 -5.371
H56 2.514 -1.836 -3.362
H57 0.304 -2.118 -1.641
H58 -0.458 -2.285 -3.212
H59 0.146 -0.738 -2.840
H60 2.027 -3.360 -2.209
C21 -0.180 -4.734 -0.761
C22 -1.618 -5.107 -0.458
C23 -2.501 -3.852 -0.808
O11 -2.188 -6.070 -1.055
H61 0.040 -3.789 -0.386
H62 -0.010 -4.749 -1.840
H63 0.581 -5.377 -0.372
H64 -1.736 -5.333 0.587
H65 -2.210 -3.047 -0.121
H66 -3.594 -3.851 -0.638
H67 -2.326 -3.538 -1.857
H68 -3.013 -6.207 -0.516
C24 -3.984 -0.022 4.013
C25 -2.905 0.056 3.017
C26 -1.839 1.070 3.579
O12 -2.413 -1.052 2.774
H69 -4.851 -0.442 3.473
H70 -4.304 0.929 4.357
H71 -3.679 -0.673 4.789
H72 -3.504 0.468 2.208
H73 -1.032 1.341 2.852
H74 -1.615 0.682 4.545
H75 -2.353 2.003 3.780
H76 -1.847 -1.020 2.014

Output
* HOMO: -7.75 eV
* orbital gap: 7.5 eV
* structure (SMILES): NC(N)=O.NC(N)=O.NC(N)=O.NC(N)=O.NC(N)=O.CC(C)O.CC(C)O.CC(C)O.CC(C)O.CC(C)O.CC(C)O.CC(C)O
* LUMO energy: -0.235 eV


The records above yield energy above the lowest of the compared OMol25 structures with the same formula, charge and spin values of 3.155 4.982 0.000 13.838 eV, respectively.
The records above yield calculated total energy values of -29347.14380 -10840.22890 -289964.01897 -67657.43164 eV, respectively.